# 1
ORCA calculation (wB97M-V/def2-TZVPD) on C36H60BCdN9O2PS4 as an isolated structure.

Relative energy (zero: lowest compared OMol25 entry of this formula, charge and spin) (kcal/mol): 21.1
Charge: +1
E_LUMO (eV): -2.60
Energy (hartree): -4177.7702

Cartesian coordinates (Å):
H  -7.72436  -0.97337  -2.92043
H  -1.74454  5.66886  0.99668
C  -6.58834  4.54843  0.44775
C  -5.86267  4.88480  -1.94088
C  -0.70627  2.41405  -2.12208
C  -4.96743  1.47054  4.15748
H  1.00383  3.07024  2.88033
H  -6.84578  5.25336  -2.24782
H  4.09833  1.82312  0.44449
C  -5.92087  -1.67702  -1.94160
H  4.92172  -0.84843  -4.37040
C  5.24934  -0.85755  -3.33052
H  -5.85894  -1.73825  0.23314
H  2.69589  2.90842  0.42358
H  -3.81794  5.25128  -0.06748
H  2.30858  -2.45167  -0.34353
H  -5.57727  -3.76649  -1.39385
N  -3.72749  -0.70178  -1.34027
C  -1.42280  4.62835  1.03642
H  -4.74240  -0.63665  5.88631
N  -3.24645  1.54961  -0.03201
C  -6.37302  -1.19005  -0.56487
H  -7.96857  3.24809  -1.48836
S  -1.88944  2.76119  -3.18136
C  -1.62614  -1.04604  -2.43164
H  6.15877  -0.89295  -0.95752
H  4.65218  1.59740  3.77874
H  -5.82187  -1.77600  5.05072
C  3.67218  -0.51136  -1.45345
C  -3.65529  4.18201  0.01554
H  -1.12924  -3.88275  2.88461
C  4.03572  0.81602  3.33086
H  -2.37208  -2.86610  -5.26966
C  3.27827  -2.28807  0.12084
H  -7.44670  -1.36468  -0.45736
H  -5.26786  5.74983  -1.63263
H  -1.13916  -1.58591  -5.12067
H  -5.95938  5.38172  0.77593
H  -1.12531  4.38033  2.05617
S  0.02880  -0.94764  -2.50472
H  5.70955  -1.52424  0.62776
H  -5.79704  1.98192  4.65544
H  4.08883  3.27921  1.48123
H  -4.74461  1.98950  3.22129
C  -2.51206  3.72099  0.55818
C  1.86994  2.67480  3.41359
S  -0.70933  -2.00226  0.66174
C  -6.20493  -3.18078  -2.07289
N  4.18001  -1.61412  -0.81263
N  4.33027  -0.04612  -2.54059
N  -2.38636  -0.52953  -1.44631
H  3.12114  -1.71772  1.04002
C  -2.39784  -1.79407  -3.41684
H  -0.92746  -3.08796  -4.25085
C  -1.67906  -2.37250  -4.59088
H  -7.58582  4.94511  0.23599
H  -6.67236  3.83590  1.27470
C  -4.66113  3.28676  -0.44434
H  -3.41585  -1.90608  4.69856
O  2.62322  0.03179  -1.06652
H  -6.89434  -1.07241  2.79159
H  -6.04865  -3.54544  -3.09110
C  -1.25267  -3.02020  3.54070
C  -3.72599  -1.98427  -3.24363
H  -7.44042  0.42103  3.57403
H  3.59550  0.20009  4.11511
N  -4.02977  -0.23617  1.89109
H  -6.34249  0.12818  -3.06929
S  -1.11862  1.61072  1.58736
H  6.03100  -2.64104  -0.70719
Cd  0.58351  0.38735  -0.15624
C  -6.61445  -0.03933  3.02640
H  3.71014  -3.25799  0.36371
C  3.88824  1.19685  -3.16956
H  -0.54296  4.49791  0.39834
H  3.43188  0.98290  -4.13785
H  4.74156  1.85791  -3.32615
H  -7.24893  -3.36814  -1.81268
H  -6.45307  -0.26171  5.70403
H  6.26615  -0.46468  -3.29307
C  -7.00974  2.78084  -1.24700
C  5.59524  -1.67373  -0.45165
H  -6.47137  0.49915  2.08706
C  -4.18272  -0.63492  3.11394
N  -4.43122  2.00809  -0.52192
H  -0.26780  -2.55417  3.62212
C  -3.27603  -1.56881  3.67846
H  -6.64995  2.26615  -2.13186
H  -7.17546  2.04183  -0.45637
C  -2.04266  -1.55537  1.61615
C  -4.44044  -1.43575  -2.14370
C  -2.23088  -2.04670  2.95763
H  -1.58084  -3.35330  4.52613
H  4.65592  0.18358  2.69254
C  -6.64146  -0.91520  -3.06531
C  3.47703  2.47882  1.05613
C  -6.02759  3.85854  -0.80933
H  2.54261  3.48766  3.70116
H  3.15512  1.69059  -2.54453
O  1.81916  0.41852  1.80430
H  -6.17986  -0.12361  -0.43030
H  -4.27487  -2.56922  -3.97114
N  -2.98748  -0.69319  1.17365
H  -4.08516  1.53785  4.80239
H  5.24893  -1.88543  -2.98447
H  1.52295  2.15281  4.30764
C  -5.34212  0.00511  3.88148
N  0.14962  2.16452  -1.35352
B  -3.02562  0.03821  -0.17579
C  -2.35098  2.30177  0.64680
H  -5.37860  4.43076  -2.81040
C  -5.59485  -0.71612  5.20581
P  2.70934  1.51018  2.35026
H  -6.40388  -1.34104  -4.04551

Here are the Mulliken charges for atoms 1 to 99, given in e:
1 H 0.465
2 H 0.452
3 C -1.634
4 C -1.789
5 C 0.416
6 C -1.436
7 H -0.090
8 H 0.476
9 H 0.091
10 C 2.590
11 H 0.383
12 C -1.156
13 H 0.293
14 H 0.233
15 H 0.410
16 H 0.180
17 H 0.388
18 N -0.015
19 C -1.732
20 H 0.401
21 N 1.208
22 C -1.734
23 H 0.509
24 S -0.471
25 C 0.688
26 H 0.398
27 H 0.401
28 H 0.456
29 C 0.030
30 C -0.325
31 H 0.362
32 C -1.184
33 H 0.405
34 C -0.852
35 H 0.680
36 H 0.333
37 H 0.369
38 H 0.360
39 H 0.292
40 S -0.418
41 H 0.340
42 H 0.426
43 H 0.526
44 H 0.108
45 C -0.308
46 C -0.813
47 S -0.274
48 C -1.826
49 N 0.194
50 N 0.184
51 N -0.348
52 H 0.208
53 C 0.389
54 H 0.363
55 C -1.851
56 H 0.462
57 H 0.251
58 C 0.094
59 H 0.480
60 O -0.039
61 H 0.359
62 H 0.396
63 C -1.790
64 C -1.027
65 H 0.510
66 H 0.364
67 N -0.073
68 H 0.290
69 S -0.493
70 H 0.308
71 Cd 2.736
72 C -1.289
73 H 0.397
74 C -1.066
75 H 0.238
76 H 0.355
77 H 0.369
78 H 0.458
79 H 0.425
80 H 0.323
81 C -1.642
82 C -1.134
83 H -0.064
84 C -0.204
85 N -0.305
86 H 0.260
87 C -0.605
88 H 0.240
89 H 0.239
90 C 0.986
91 C 0.419
92 C 0.175
93 H 0.395
94 H 0.199
95 C -1.745
96 C -0.983
97 C 1.844
98 H 0.445
99 H 0.234


# 2
ORCA calculation (wB97M-V/def2-TZVPD) on the molecule C6H8.

Relative energy (zero: lowest compared OMol25 entry of this formula, charge and spin) (kcal/mol): 42.8
Structure (SMILES): C1[C@H]2C[C@H]3[C@@H]1[C@@H]23
E_LUMO (eV): 1.22
Energy (hartree): -233.3189

Cartesian coordinates (Å):
C  -0.45220  0.13604  1.08719
H  0.76213  -1.47761  -1.30545
C  0.46110  0.79115  -1.04475
C  -1.06954  -0.51047  -0.13120
H  1.36560  1.30020  -0.68862
H  0.72067  -1.63361  1.33162
H  -0.90804  0.44247  2.02345
H  0.32087  0.99705  -2.11178
C  0.83682  -0.65436  0.85822
C  0.40777  -0.70499  -0.62161
C  -0.76683  0.95153  -0.15922
H  1.82777  -0.24406  1.09420
H  -1.97054  -1.10676  -0.21510
H  -1.53557  1.71342  -0.11695

Table of natural (NBO) atomic charges, one value per atom, all in e:
1 C -0.239
2 H 0.213
3 C -0.388
4 C -0.241
5 H 0.190
6 H 0.205
7 H 0.222
8 H 0.210
9 C -0.382
10 C -0.204
11 C -0.227
12 H 0.188
13 H 0.229
14 H 0.223


# 3
ORCA calculation (wB97M-V/def2-TZVPD) on the molecule C4H7Cl2P at a distorted geometry.

Relative energy (zero: lowest compared OMol25 entry of this formula, charge and spin) (kcal/mol): 18.5
Structure (SMILES): C=C[C@@H](C)P(Cl)Cl
E_LUMO (eV): 0.59
Energy (hartree): -1418.3269

Cartesian coordinates (Å):
H  1.37438  -0.79019  1.85905
H  -2.26243  -0.48869  -1.23058
C  0.95230  -0.02631  0.03558
C  -1.31963  0.19447  -0.87132
H  2.72884  0.29603  0.93756
C  -0.44916  -0.55126  0.08158
P  -0.28674  -2.54582  -0.68413
Cl  -2.01058  -3.32587  0.06502
H  -1.80032  1.02439  -0.56988
H  -0.85930  0.40663  -1.76497
C  1.78916  -0.21184  1.02368
H  -0.71253  -0.76627  1.07546
H  1.27750  0.53053  -0.73874
Cl  0.95389  -3.34627  0.82461

Table of natural (NBO) atomic charges, one value per atom, all in e:
1 H 0.203
2 H 0.197
3 C -0.226
4 C -0.615
5 H 0.209
6 C -0.396
7 P 0.758
8 Cl -0.294
9 H 0.224
10 H 0.211
11 C -0.366
12 H 0.225
13 H 0.191
14 Cl -0.321


# 4
ORCA calculation (wB97M-V/def2-TZVPD) on the molecule C6H10O3 at a distorted geometry.

Relative energy (zero: lowest compared OMol25 entry of this formula, charge and spin) (kcal/mol): 100.5
Structure (SMILES): CC1=C(O)C[C@@](C)(O)O1
E_LUMO (spin up / spin down) (eV): 0.54 / 0.56
Energy (hartree): -460.1903

Cartesian coordinates (Å):
H  -0.87896  2.78492  0.25822
H  0.43965  -1.89745  1.20603
H  -2.06127  2.49877  -1.24089
C  -1.58164  2.10090  -0.26730
H  0.98526  -0.63682  -2.04198
H  2.91528  -0.99517  0.60536
O  1.69717  -0.56748  -1.35442
H  -3.13710  -1.20186  0.05798
H  0.17164  -2.36404  -0.27032
C  -1.16639  -0.80895  0.18017
O  0.43130  0.97072  -0.32494
O  -2.23193  -1.57513  -0.16228
H  2.74510  0.77916  0.70286
H  1.72884  -0.07985  1.91343
H  -2.53693  1.98975  0.24768
C  0.13485  -1.43509  0.24896
C  2.16130  -0.09661  0.82063
C  1.06809  -0.26616  -0.16975
C  -0.88426  0.80040  -0.40946

Table of natural (NBO) atomic charges, one value per atom, all in e:
1 H 0.238
2 H 0.228
3 H 0.233
4 C -0.704
5 H 0.474
6 H 0.228
7 O -0.707
8 H 0.492
9 H 0.230
10 C 0.235
11 O -0.503
12 O -0.700
13 H 0.225
14 H 0.215
15 H 0.230
16 C -0.550
17 C -0.619
18 C 0.506
19 C 0.249


What did the fourth record say?
ORCA calculation (wB97M-V/def2-TZVPD) on the molecule C6H10O3 at a distorted geometry.

Relative energy (zero: lowest compared OMol25 entry of this formula, charge and spin) (kcal/mol): 100.5
Structure (SMILES): CC1=C(O)C[C@@](C)(O)O1
E_LUMO (spin up / spin down) (eV): 0.54 / 0.56
Energy (hartree): -460.1903

Cartesian coordinates (Å):
H  -0.87896  2.78492  0.25822
H  0.43965  -1.89745  1.20603
H  -2.06127  2.49877  -1.24089
C  -1.58164  2.10090  -0.26730
H  0.98526  -0.63682  -2.04198
H  2.91528  -0.99517  0.60536
O  1.69717  -0.56748  -1.35442
H  -3.13710  -1.20186  0.05798
H  0.17164  -2.36404  -0.27032
C  -1.16639  -0.80895  0.18017
O  0.43130  0.97072  -0.32494
O  -2.23193  -1.57513  -0.16228
H  2.74510  0.77916  0.70286
H  1.72884  -0.07985  1.91343
H  -2.53693  1.98975  0.24768
C  0.13485  -1.43509  0.24896
C  2.16130  -0.09661  0.82063
C  1.06809  -0.26616  -0.16975
C  -0.88426  0.80040  -0.40946

Table of natural (NBO) atomic charges, one value per atom, all in e:
1 H 0.238
2 H 0.228
3 H 0.233
4 C -0.704
5 H 0.474
6 H 0.228
7 O -0.707
8 H 0.492
9 H 0.230
10 C 0.235
11 O -0.503
12 O -0.700
13 H 0.225
14 H 0.215
15 H 0.230
16 C -0.550
17 C -0.619
18 C 0.506
19 C 0.249


> Which formula does entry 3 have?

C4H7Cl2P


> Which value of relative energy (zero: lowest compared OMol25 entry of this formula, charge and spin) does entry 4 give?

100.5 kcal/mol


> Which value of relative energy (zero: lowest compared OMol25 entry of this formula, charge and spin) does entry 2 give?

42.8 kcal/mol